{
  "formula": "C7H10N2",
  "method": "the ωB97M-V functional and the def2-TZVPD basis",
  "max_force_ev_per_a": 3.48,
  "orbital_gap_ha": 0.334,
  "total_charge": 0,
  "e_homo_ha": -0.305,
  "spin_multiplicity": 1,
  "smiles": "C=C1/C=C\\CCN/C=N\\1",
  "e_above_lowest_ev": 2.614,
  "elements": ["C", "C", "C", "C", "C", "C", "N", "C", "N", "H", "H", "H", "H", "H", "H", "H", "H", "H", "H"],
  "xyz": [[-2.61577, 0.23270, 0.74261], [-1.56554, 0.37446, -0.06816], [-1.12085, -0.70006, -1.00482], [-0.02297, -1.43383, -0.69127], [0.78288, -1.12500, 0.54605], [1.94150, -0.20079, 0.31186], [1.56594, 1.12618, -0.10138], [0.38439, 1.76652, -0.39212], [-0.83245, 1.54863, -0.36305], [-3.20795, -0.70797, 0.74311], [-3.12134, 1.07323, 1.32936], [-1.59764, -0.90557, -1.91839], [0.27047, -2.29974, -1.29567], [0.07218, -0.57109, 1.22179], [1.08960, -2.03942, 0.97684], [2.56453, -0.60169, -0.56237], [2.50595, -0.17194, 1.29967], [2.28419, 1.81892, -0.14367], [0.62287, 2.81646, -0.63037]],
  "forces_ev_per_a": [[-1.5, 0.8, 0.6], [0.6, 0.3, -1.5], [2.1, -1.6, 1.7], [-1.1, 0.6, -0.3], [-2.2, 1.3, -0.3], [1.5, -0.8, -0.4], [-0.8, 0.7, 0.0], [2.0, 1.2, 0.4], [-3.3, -0.6, 1.0], [0.8, 0.7, 0.0], [1.3, -1.1, -0.8], [-1.0, -0.1, -0.9], [0.0, 0.5, 0.0], [0.8, -0.9, -0.1], [0.6, -0.8, 0.8], [-0.3, 0.2, 1.6], [-0.2, 0.1, -1.4], [0.6, -0.2, 0.0], [0.2, -0.3, -0.2]]
}